Computed, not measured: C19H25N6STe4Ti as an isolated structure, with the ωB97M-V functional and the def2-TZVPD basis.

Properties
- Charge: -1
- Electronic energy: -3387.4651 hartree
- HOMO-LUMO gap (spin up / spin down): 5.74 / 5.74 eV
- HOMO (spin up / spin down): -3.557 / -3.547 eV

Each line ends with the Mulliken charge.
Cartesian coordinates (Å):
Ti1 0.75898 1.15608 -0.28757  0.5689
N1 3.56359 0.30592 -3.42892  -0.5379
C1 2.41752 0.43706 -2.66994  0.4990
S1 2.33598 -0.44803 -1.15398  -0.5257
N2 1.45271 1.17283 -3.09867  -1.0795
N3 0.38710 1.19432 -2.18921  0.8282
C2 -0.82383 0.70978 -2.62808  0.2891
C3 -1.03334 0.19974 -3.99764  -0.0655
C4 -0.77600 1.00410 -5.10912  -0.0676
C5 -0.97868 0.52492 -6.39285  -0.6743
C6 -1.44427 -0.76879 -6.59273  -0.3288
C7 -1.69538 -1.58068 -5.49664  -0.7389
C8 -1.48318 -1.10205 -4.21133  -0.2874
C9 -1.75636 0.64390 -1.61469  0.2514
C10 -3.12367 0.23559 -1.74018  -0.8960
C11 -3.96202 0.35991 -0.68580  -0.5785
C12 -3.47695 0.91080 0.54076  -1.3594
C13 -2.16273 1.22561 0.64264  -0.2444
N4 -1.26448 1.03253 -0.37239  0.4620
H1 4.39249 0.12365 -2.88650  0.2514
H2 3.67655 1.03644 -4.11579  0.2433
H3 -0.40631 2.00842 -4.95241  0.4069
H4 -0.77290 1.16366 -7.24310  0.3569
H5 -1.60217 -1.14324 -7.59659  0.3804
H6 -2.04381 -2.59621 -5.64088  0.3615
H7 -1.65298 -1.74491 -3.35601  0.5262
H8 -3.46918 -0.13860 -2.69350  0.4482
H9 -5.00070 0.06705 -0.77570  0.4126
H10 -4.13725 1.08832 1.37803  0.4621
H11 -1.76398 1.66338 1.55439  0.5377
Te1 2.74293 3.22839 -0.28886  -0.0669
Te2 4.54083 3.03504 1.65687  -0.4796
Te3 0.49218 3.30656 3.51409  -0.5033
Te4 0.31920 3.88264 0.93026  -0.1305
C14 1.56847 -2.32133 5.33978  -1.0759
C15 1.61170 -0.86001 4.91252  -0.7758
N5 0.80064 -0.62155 3.72790  0.3619
C16 -0.64502 -0.55406 3.93915  -0.7815
C17 -1.42753 -1.65171 3.22692  -0.9344
C18 1.33695 -0.28844 2.53807  1.1285
C19 2.81642 -0.37995 2.37136  -1.5975
N6 0.60724 0.13475 1.54816  0.4193
H12 2.17224 -2.47809 6.23533  0.4192
H13 1.95253 -2.96218 4.54415  0.2551
H14 0.54575 -2.63190 5.56180  0.2919
H15 2.63468 -0.54964 4.72527  0.4659
H16 1.23680 -0.21942 5.71479  0.3983
H17 -0.99412 0.44951 3.66925  0.0681
H18 -0.80287 -0.65187 5.01365  0.4942
H19 -1.27607 -1.62235 2.14781  0.2046
H20 -2.49474 -1.53199 3.41396  0.3652
H21 -1.11535 -2.63461 3.58325  0.3496
H22 3.21895 -1.31060 2.77051  0.3870
H23 3.27949 0.48393 2.85953  0.1959
H24 3.07520 -0.28985 1.31930  0.0834
H25 -0.35124 0.29723 1.83958  -0.4447

=====

Computed, not measured: C19H25N7O9P2W as an isolated structure, with the ωB97M-V functional and the def2-TZVPD basis.

Properties
- Charge: +2
- Electronic energy: -2549.1047 hartree
- HOMO-LUMO gap (spin up / spin down): 6.33 / 8.13 eV
- HOMO (spin up / spin down): -13.202 / -15.021 eV
- <S²>: 2.015
- Spin multiplicity: 3

Each line ends with the Mulliken spin population.
Cartesian coordinates (Å):
W1 -0.13628 -0.10452 0.44678  1.5526
N1 -2.16046 -2.29027 0.88993  0.0492
N2 -1.96589 -2.29602 2.28042  -0.0067
C1 -0.70863 -2.00505 2.74831  0.0364
O1 -0.46480 -2.05689 3.94958  -0.0005
O2 0.18061 -1.64930 1.84522  0.0186
H1 -3.13770 -2.10684 0.69830  0.0009
H2 -1.95012 -3.20698 0.50274  0.0009
H3 -2.57457 -2.84127 2.87201  0.0004
N3 2.43471 2.91662 3.07619  0.0010
C2 0.99094 2.49880 3.04964  0.0000
C3 0.23816 2.94582 4.29156  0.0001
P1 0.36664 3.21313 1.39191  0.0017
O3 -0.90214 4.09317 1.72822  -0.0014
O4 1.56008 3.97780 0.93381  0.0013
O5 -0.13075 2.07979 0.51414  -0.0056
P2 0.77509 0.71842 2.74974  0.0324
O6 1.23860 -0.06326 3.98940  0.0040
O7 1.60330 0.43051 1.47112  0.0457
O8 -0.71103 0.56010 2.38287  0.0125
H4 2.51579 3.48333 2.15394  0.0000
H5 3.09331 2.13879 3.06838  0.0008
H6 2.64823 3.52033 3.86807  0.0000
H7 0.24436 4.03244 4.39047  -0.0003
H8 0.66613 2.49785 5.18954  0.0003
H9 -0.80075 2.62612 4.21964  0.0002
H10 -0.77475 5.05145 1.66129  0.0003
H11 0.66941 -0.89613 4.19450  0.0002
C4 -4.05026 1.41784 0.06903  -0.0262
C5 -4.07549 1.92632 -1.22887  0.0559
C6 -2.97221 1.73676 -2.03104  -0.0184
C7 -1.87366 1.02969 -1.56138  0.0373
N4 -1.91315 0.39567 -0.33446  -0.0610
C8 -2.98055 0.66631 0.47096  0.0816
C9 -0.57910 1.00153 -2.23200  0.0249
C10 -0.35524 1.37372 -3.55181  0.0094
C11 0.93459 1.42733 -4.04027  -0.0012
C12 1.99092 1.08646 -3.20164  0.0020
C13 1.70586 0.67898 -1.92193  0.0041
N5 0.45899 0.62543 -1.43323  0.0083
H12 -4.86298 1.62017 0.75133  0.0007
H13 -4.92447 2.49755 -1.57705  0.0008
H14 -2.92196 2.18650 -3.01266  0.0017
H15 -2.91776 0.25480 1.46969  0.0094
H16 -1.18871 1.61946 -4.19446  0.0013
H17 1.12370 1.73397 -5.05983  -0.0003
H18 3.01075 1.14910 -3.55142  0.0006
H19 2.48770 0.39295 -1.22901  0.0070
N6 3.03767 -5.25654 -3.12543  0.0000
C14 1.94583 -4.54930 -3.49616  0.0006
O9 1.42479 -4.62687 -4.58520  0.0006
C15 1.39150 -3.58534 -2.48106  -0.0024
C16 2.08349 -3.08128 -1.38505  0.0138
C17 1.47707 -2.17266 -0.55139  0.0553
N7 0.19289 -1.74303 -0.72423  0.0286
C18 -0.45667 -2.21402 -1.81515  0.0240
C19 0.09696 -3.10636 -2.68823  0.0030
H20 3.39812 -5.92473 -3.78962  0.0000
H21 3.32207 -5.35647 -2.16776  0.0000
H22 3.10329 -3.37862 -1.18268  -0.0001
H23 1.99192 -1.79205 0.32194  -0.0097
H24 -1.46327 -1.83526 -1.93764  0.0026
H25 -0.45013 -3.46595 -3.54997  0.0005

=====

Computed, not measured: C19H26AgN2O as an isolated structure, with the ωB97M-V functional and the def2-TZVPD basis.

Properties
- Charge: +1
- Electronic energy: -1070.9235 hartree
- HOMO-LUMO gap: 4.83 eV
- HOMO: -11.524 eV

Each line ends with the Mulliken charge.
Cartesian coordinates (Å):
C1 -0.63499 -6.37621 0.06213  -0.7288
O1 0.26134 -5.62285 0.83903  -0.3284
C2 0.47604 -4.34477 0.29038  -0.7080
C3 1.28594 -3.49398 1.25249  -0.7011
C4 0.85577 -2.02588 1.14830  -0.4980
C5 1.97216 -1.03173 1.48211  -1.0997
C6 1.48748 0.31069 2.07891  -0.9461
C7 1.63929 1.52670 1.15022  -1.0620
C8 0.30104 2.18063 0.74220  2.1904
C9 0.66307 3.30129 -0.11535  -0.8795
N1 1.01866 4.25889 -0.62529  -0.5508
C10 -0.27076 2.81078 2.03436  -1.0405
C11 -1.67451 3.14495 2.09248  0.1909
N2 -2.80039 3.27328 2.16987  -0.3974
C12 -0.61153 1.15543 0.00988  1.3177
C13 -0.74681 1.36255 -1.48583  0.0062
C14 0.09333 0.58393 -2.28150  -0.5759
C15 0.05727 0.65579 -3.66271  -0.8058
C16 -0.83316 1.51055 -4.28592  -0.7499
C17 -1.66893 2.29061 -3.50003  -0.9208
C18 -1.64542 2.23527 -2.10934  1.0812
C19 -2.58995 3.11718 -1.33383  -1.2117
H1 -0.83326 -7.31568 0.56111  0.2644
H2 -1.58974 -5.85805 -0.06732  0.3113
H3 -0.23566 -6.58080 -0.93325  0.2952
H4 0.96658 -4.40893 -0.68612  0.3727
H5 -0.49486 -3.87059 0.10589  0.4100
H6 1.03171 -3.85839 2.24373  0.3281
H7 2.34636 -3.58399 1.05305  0.3978
H8 0.55508 -1.85459 0.11229  0.1563
H9 -0.03513 -1.83292 1.73735  0.4316
H10 2.65173 -1.49707 2.19081  0.4103
H11 2.56855 -0.82633 0.59881  0.4582
H12 1.97792 0.48872 3.02914  0.5087
H13 0.43283 0.18581 2.32400  0.4860
H14 2.22661 2.29317 1.67079  0.4042
H15 2.19819 1.29523 0.24980  0.6054
H16 0.29019 3.79643 2.12687  0.6932
H17 -0.04105 2.21869 2.91651  0.6111
H18 -1.58198 1.03869 0.48805  0.8453
H19 -0.11556 0.19971 0.10107  -1.3270
H20 0.79072 -0.10899 -1.82969  0.2397
H21 0.70273 0.03504 -4.26569  0.4287
H22 -0.87019 1.55943 -5.36084  0.4099
H23 -2.36730 2.95569 -3.98797  0.3699
H24 -3.24190 2.51392 -0.71220  0.3172
H25 -3.18536 3.68756 -2.03398  0.4491
H26 -2.03148 3.83880 -0.74629  0.2009
Ag1 1.24931 4.66633 3.16153  0.3399

=====

> Which value of electronic energy does entry 3 give?

-1070.9235 hartree

=====

> Which value of charge does entry 3 give?

+1

=====

> charge of number 3 (C19H26AgN2O)?

+1

=====

> Among the records above, which one has the lowest electronic energy?

C19H25N6STe4Ti